No. 1
Entry from the Open Molecules 2025 dataset: a cluster of 2 separate species, C2H9NO2 in total (the ωB97M-V functional and the def2-TZVPD basis).

The HOMO-LUMO gap is 10.25 eV. As for the energy above the lowest of the compared OMol25 structures with the same formula, charge and spin: 16.9 kcal/mol. The structure (SMILES) is CNCO.O. As for the highest occupied orbital energy: -9.220 eV.

Geometry as ORCA input:
```
! RIJCOSX wB97M-V def2-TZVPD def2/J DEFGRID3
* xyz 0 1
C 0.833 0.528 -1.948
N 1.380 -0.745 -1.429
C 0.798 -1.377 -0.313
O 0.042 -2.581 -0.620
H 0.587 1.192 -1.116
H 1.492 0.942 -2.710
H -0.111 0.182 -2.390
H 2.383 -0.679 -1.372
H 0.073 -0.981 0.396
H 1.664 -1.672 0.321
H 0.585 -3.030 -1.270
H -2.894 3.335 4.547
H -3.861 2.267 3.987
O -2.970 2.619 3.916
*
```

No. 2
Entry from the Open Molecules 2025 dataset: a cluster of 2 separate species, C2H9NO2 in total (the ωB97M-V functional and the def2-TZVPD basis).

The HOMO-LUMO gap is 10.09 eV. As for the energy above the lowest of the compared OMol25 structures with the same formula, charge and spin: 16.9 kcal/mol. The structure (SMILES) is NCO.CO. As for the highest occupied orbital energy: -9.235 eV.

Geometry as ORCA input:
```
! RIJCOSX wB97M-V def2-TZVPD def2/J DEFGRID3
* xyz 0 1
C 0.953 0.336 -2.548
O 0.176 -0.698 -3.154
H 1.421 0.993 -3.278
H 1.761 -0.120 -1.959
H 0.308 0.846 -1.831
H 0.345 -0.686 -4.102
N 0.038 0.951 1.323
C -0.381 0.283 2.505
O -0.882 -0.972 2.196
H 0.689 0.484 0.716
H 0.128 1.935 1.299
H -1.115 0.864 3.078
H 0.429 0.154 3.240
H -1.358 -0.840 1.366
*
```

No. 3
Entry from the Open Molecules 2025 dataset: a cluster of 2 separate species, C2H9NO2 in total (the ωB97M-V functional and the def2-TZVPD basis).

The HOMO-LUMO gap is 10.34 eV. As for the energy above the lowest of the compared OMol25 structures with the same formula, charge and spin: 47.5 kcal/mol. The structure (SMILES) is NCCO.O. As for the highest occupied orbital energy: -9.631 eV.

Geometry as ORCA input:
```
! RIJCOSX wB97M-V def2-TZVPD def2/J DEFGRID3
* xyz 0 1
C 1.007 0.066 1.459
O 1.001 1.439 1.505
C -0.338 -0.344 1.003
N -1.111 -1.463 1.543
H 1.858 -0.354 0.631
H 1.211 -0.415 2.498
H 2.067 1.396 1.650
H -0.900 0.573 1.224
H -0.484 -0.336 -0.151
H -0.374 -2.031 2.096
H -1.726 -1.110 2.209
H -1.131 1.595 -5.152
H -0.528 0.046 -5.028
O -0.553 0.939 -5.488
*
```

No. 4
Entry from the Open Molecules 2025 dataset: a cluster of 2 separate species, C2H9NO2 in total (the ωB97M-V functional and the def2-TZVPD basis).

The HOMO-LUMO gap is 9.86 eV. As for the energy above the lowest of the compared OMol25 structures with the same formula, charge and spin: 22.0 kcal/mol. The structure (SMILES) is NCO.CO. As for the highest occupied orbital energy: -9.220 eV.

Geometry as ORCA input:
```
! RIJCOSX wB97M-V def2-TZVPD def2/J DEFGRID3
* xyz 0 1
C -1.694 1.024 0.106
O -1.189 0.277 -1.027
H -1.536 2.080 -0.108
H -1.174 0.744 1.018
H -2.760 0.839 0.242
H -1.894 -0.124 -1.532
N 1.197 -1.560 -0.335
C 1.577 -0.389 0.486
O 1.350 0.834 -0.166
H 1.611 -2.439 -0.064
H 0.184 -1.560 -0.311
H 2.675 -0.391 0.484
H 1.261 -0.289 1.531
H 0.392 0.954 -0.324
*
```

| no. | DFT total energy (eV) |
| --- | --- |
| 1 | -7803.9944 |
| 2 | -7803.9916 |
| 3 | -7802.6672 |
| 4 | -7803.7739 |